# 1
Molecular formula: C27H26Cl3IN6O4PdS3
Method: DFT, ωB97M-V with the def2-TZVPD basis set

Geometry as XYZ:
```
71
C27H26Cl3IN6O4PdS3 ωB97M-V with the def2-TZVPD basis set
Pd -0.1722 2.6497 -0.6507
O -0.6913 2.4326 5.1409
C 0.6267 2.3536 5.3560
C 1.1061 2.2796 6.6667
C 2.4644 2.1947 6.9112
C 3.3705 2.1858 5.8572
C 2.9025 2.2582 4.5551
C 1.5404 2.3311 4.2832
C 1.0253 2.3602 2.8817
O -0.2423 2.3318 2.7147
N 1.9573 2.3918 1.9560
N 1.5875 2.4318 0.6312
C 2.5156 2.4490 -0.2282
S 2.0972 2.4738 -1.9196
C 3.8981 2.5144 -2.4581
C 4.7043 1.7409 -1.4494
S 4.2780 2.3904 0.2045
H -0.7647 2.3939 4.1154
H 0.3912 2.2999 7.4803
H 2.8176 2.1268 7.9346
H 4.4336 2.1145 6.0544
H 3.5831 2.2433 3.7151
H 4.2158 3.5586 -2.4913
H 3.9518 2.0850 -3.4603
H 5.7844 1.8584 -1.5733
H 4.4451 0.6805 -1.4659
Cl -0.3366 0.0943 -6.9541
C -0.6996 -0.8649 -5.5613
C 0.0442 -0.7183 -4.4044
C -0.2448 -1.5233 -3.3198
C -1.2780 -2.4620 -3.3469
C -1.5418 -3.2689 -2.0936
C -2.6442 -2.5864 -1.2502
N -2.0870 -1.5198 -0.4706
C -1.6068 -1.6001 0.8175
C -1.0957 -0.3639 1.1024
N -1.2446 0.4584 0.0190
C -1.8322 -0.2534 -0.9004
O -1.8959 -4.6147 -2.3821
C -1.1072 -5.6025 -1.7397
C -1.1170 -5.5311 -0.2413
C -2.1156 -6.0390 0.5449
Cl -3.4612 -6.9612 0.0127
S -1.8521 -5.7525 2.2327
C -0.3844 -4.9161 1.8800
C -0.1331 -4.8816 0.5455
C -2.0348 -2.5492 -4.5182
Cl -3.3930 -3.6220 -4.6492
C -1.7416 -1.7749 -5.6287
H 0.8264 0.0243 -4.3444
H 0.3306 -1.4057 -2.4096
H -0.6286 -3.2604 -1.4913
H -3.0945 -3.3288 -0.5893
H -3.4173 -2.1937 -1.9120
H -1.6662 -2.5060 1.3976
H -0.6454 -0.0066 2.0130
H -2.0963 0.0990 -1.8872
H -0.0721 -5.5326 -2.0983
H -1.5340 -6.5477 -2.0771
H 0.1886 -4.4910 2.6861
H 0.7409 -4.3998 0.1318
H -2.3282 -1.8744 -6.5299
N -1.7342 4.7046 1.0855
C -1.1196 5.1459 -0.0573
N -1.9930 5.7045 -0.9890
O 0.0907 5.2811 -0.1643
H -2.7010 4.4351 1.0058
H -1.1711 4.0418 1.6184
H -2.8813 5.2337 -1.0674
H -1.5514 5.8184 -1.8880
I -1.5661 2.7810 -2.8887
```

Results
- Electronic energy: -4674.7856 Ha
- Gap between HOMO and LUMO: 2.60 eV
- LUMO energy: 0.11621 Ha
- Multiplicity: 1
- Energy above the lowest of the compared OMol25 structures with the same formula, charge and spin: 0.9102 eV
- Largest force on an atom: 1.31 eV/A
- Molecular weight: 934.43 g/mol
- HOMO level: 0.5612 eV
- Net charge: -2

Atom charges from the Mulliken analysis, given in e for atoms 1 to 8: -0.14 -0.76 0.03 -0.71 -0.28 -0.77 -0.21 0.37

# 2
Molecular formula: C4H13PSi2
Method: DFT, ωB97M-V with the def2-TZVPD basis set

Geometry as XYZ:
```
20
C4H13PSi2 ωB97M-V with the def2-TZVPD basis set
C -2.0334 0.0204 -1.7128
C -1.6339 1.7751 0.9426
C 2.2140 0.5558 0.8942
C 2.0696 -1.7296 -0.8419
Si -1.4604 0.0635 0.0625
Si 0.9502 -0.2170 -0.2187
P -1.4553 -1.8417 1.0354
H -1.1139 -0.0048 -2.2803
H -2.6704 -0.8873 -2.1051
H -2.7246 0.8606 -1.9058
H -1.0987 2.4741 0.4188
H -2.6845 2.1172 0.8921
H -1.2840 1.6191 1.8962
H 1.6056 1.2765 1.5159
H 2.6215 -0.2042 1.4810
H 3.0221 1.0831 0.3956
H 3.0270 -1.1728 -1.1272
H 2.3335 -2.3561 -0.0412
H 1.7113 -2.2470 -1.6650
H -1.3958 -1.1850 2.3637
```

Results
- Electronic energy: -1080.4617 Ha
- Gap between HOMO and LUMO: 6.83 eV
- LUMO energy: -0.01207 Ha
- Multiplicity: 1
- Energy above the lowest of the compared OMol25 structures with the same formula, charge and spin: 0.8883 eV
- Largest force on an atom: 3.96 eV/A
- Molecular weight: 148.29 g/mol
- HOMO level: -7.1596 eV

Atom charges from the Mulliken analysis, given in e for atoms 1 to 8: -1.06 -1.11 -1.03 -1.09 0.27 0.29 -0.19 0.36

# 3
Molecular formula: C40H65CsGeN7P3SSe
Method: DFT, ωB97M-V with the def2-TZVPD basis set

Geometry as XYZ:
```
119
C40H65CsGeN7P3SSe ωB97M-V with the def2-TZVPD basis set
Cs -0.5978 0.0805 -0.0345
C 0.6375 -1.3664 -4.8364
C 0.9597 0.1050 -4.5668
C 2.0743 0.6043 -5.4837
P 1.2330 0.3480 -2.7474
C 2.9073 -0.4092 -2.5205
N 3.4312 -0.3718 -1.1708
Ge 2.6813 -1.3960 0.3384
N 3.6157 -0.2430 2.0547
C 2.9095 0.7834 2.7703
P 1.0857 0.5036 3.0670
C 0.5544 2.1427 3.7944
C 1.6227 2.9552 4.5276
C -0.0772 2.9915 2.6875
C 0.9242 -0.6588 4.5101
C 1.5232 -0.2304 5.8461
C 1.4087 -2.0559 4.1143
C 4.5165 -1.0017 2.7083
C 4.8495 -1.0221 4.0771
C 5.7493 -1.9492 4.5843
C 6.3573 -2.8910 3.7726
C 6.0951 -2.8601 2.4011
C 5.2278 -1.9235 1.8880
N 4.9565 -1.7343 0.4914
C 5.4754 -0.4643 0.0016
C 6.6931 0.0519 0.3921
C 7.1774 1.2105 -0.2090
C 6.4287 1.8204 -1.2013
C 5.1894 1.3195 -1.5725
C 4.6705 0.1746 -0.9569
C 5.3056 -2.8242 -0.3910
C 6.5997 -3.0638 -0.8053
C 6.8899 -4.1421 -1.6353
C 5.8545 -4.9706 -2.0346
C 4.5473 -4.7283 -1.6440
C 4.2294 -3.6296 -0.8235
N 2.9842 -3.2646 -0.4249
C 1.8855 -4.0010 -0.9928
P 0.2617 -3.1112 -0.9739
C -0.6277 -4.1884 -2.2184
C -1.9628 -3.5875 -2.6617
C -0.7774 -5.6764 -1.9072
C -0.4872 -3.4410 0.7053
C -0.0329 -4.7123 1.4161
C -2.0105 -3.3088 0.6581
C 1.5812 2.1657 -2.5969
C 1.6551 2.5133 -1.1082
C 0.5002 3.0027 -3.2788
H 0.3151 -1.5033 -5.8719
H -0.1605 -1.7162 -4.1789
H 1.5131 -2.0010 -4.6774
H 0.0488 0.6792 -4.7624
H 2.9812 0.0093 -5.3592
H 2.3298 1.6476 -5.2873
H 1.7741 0.5255 -6.5321
H 3.6266 0.0501 -3.2041
H 2.8047 -1.4574 -2.8453
H 2.9173 1.7064 2.1691
H 3.4198 1.0419 3.7039
H -0.2386 1.8794 4.5043
H 2.3803 3.3192 3.8307
H 2.1340 2.3802 5.2990
H 1.1705 3.8307 5.0014
H 0.6303 3.1555 1.8680
H -0.3742 3.9699 3.0736
H -0.9742 2.5181 2.2830
H -0.1659 -0.7051 4.6332
H 2.6001 -0.0813 5.7680
H 1.3567 -1.0060 6.5990
H 1.0748 0.6924 6.2168
H 2.4969 -2.0930 4.0578
H 1.0203 -2.3585 3.1401
H 1.0889 -2.7900 4.8591
H 4.3907 -0.3263 4.7653
H 5.9623 -1.9352 5.6478
H 7.0386 -3.6252 4.1820
H 6.5799 -3.5608 1.7332
H 7.2606 -0.4560 1.1632
H 8.1317 1.6226 0.0929
H 6.7989 2.7171 -1.6854
H 4.6037 1.8406 -2.3200
H 7.3872 -2.3948 -0.4815
H 7.9059 -4.3273 -1.9581
H 6.0598 -5.8233 -2.6723
H 3.7666 -5.3972 -1.9797
H 1.7990 -5.0067 -0.5556
H 2.0419 -4.1522 -2.0749
H 0.0580 -4.0926 -3.0701
H -2.7597 -3.8030 -1.9496
H -2.2622 -4.0163 -3.6220
H -1.9129 -2.5018 -2.7720
H -1.4771 -5.8371 -1.0849
H 0.1727 -6.1387 -1.6350
H -1.1713 -6.2093 -2.7775
H -0.1049 -2.6045 1.3074
H -0.2855 -5.6115 0.8524
H -0.5128 -4.7862 2.3965
H 1.0470 -4.7026 1.5759
H -2.4723 -4.2170 0.2640
H -2.3493 -2.4835 0.0248
H -2.4142 -3.1318 1.6568
H 2.5521 2.3887 -3.0547
H 0.6937 2.3463 -0.6106
H 1.8935 3.5726 -0.9759
H 2.4086 1.9188 -0.5864
H -0.4973 2.6948 -2.9504
H 0.5364 2.9134 -4.3656
H 0.6296 4.0585 -3.0263
N -3.7298 -0.3969 2.0541
N -4.1064 0.6614 1.2103
C -4.1264 1.9335 1.6507
N -4.2021 2.8613 0.6712
S -4.0609 2.3418 3.2750
H -4.5635 -0.9321 2.2815
H -3.4427 0.0391 2.9337
H -3.8523 0.5255 0.2222
H -3.9219 2.5906 -0.2687
H -4.0601 3.8105 0.9648
Se -2.9138 0.8487 -1.9662
```

Results
- Electronic energy: -7867.3086 Ha
- Gap between HOMO and LUMO (alpha / beta): 5.93 / 5.49 eV
- LUMO energy (alpha / beta): 0.07109 / 0.05487 Ha
- Multiplicity: 2
- Energy above the lowest of the compared OMol25 structures with the same formula, charge and spin: 0.3370 eV
- Largest force on an atom: 0.99 eV/A
- Molecular weight: 1053.47 g/mol
- HOMO level (alpha / beta): -3.9990 / -3.9981 eV
- Net charge: -1

Atom charges from the Mulliken analysis, given in e for atoms 1 to 8: 2.05 -1.40 -0.03 -1.72 0.07 -1.32 0.54 0.99

# 4
Molecular formula: C36H26Cl6N7O4PbS2
Method: DFT, ωB97M-V with the def2-TZVPD basis set

Geometry as XYZ:
```
82
C36H26Cl6N7O4PbS2 ωB97M-V with the def2-TZVPD basis set
Pb 0.8850 0.6436 0.0488
Cl 6.1713 4.9543 -2.6836
C 4.7527 4.2310 -2.0012
C 3.5232 4.3701 -2.6405
C 2.3968 3.7793 -2.1045
C 2.4414 3.0737 -0.9008
O 1.2863 2.6835 -0.3417
C 3.6968 2.8977 -0.2956
C 3.8660 2.0836 0.8802
N 3.0405 1.1723 1.2195
C 3.2891 0.3178 2.3081
C 4.5325 -0.0246 2.7719
C 4.6841 -0.8866 3.8759
C 3.5895 -1.3973 4.5119
C 2.2930 -1.0816 4.0450
C 1.1145 -1.5510 4.6716
C -0.1059 -1.1755 4.1947
C -0.1622 -0.4029 3.0222
N 0.9147 0.0367 2.4095
C 2.1471 -0.2482 2.9208
C 4.8364 3.5062 -0.8401
H 3.4647 4.9365 -3.5607
H 1.4290 3.8832 -2.5801
H 4.7613 2.2717 1.4777
H 5.4184 0.3503 2.2750
H 5.6792 -1.1316 4.2215
H 3.6958 -2.0489 5.3701
H 1.2018 -2.2017 5.5337
H -1.0236 -1.4867 4.6733
H -1.1125 -0.1625 2.5576
H 5.7995 3.3746 -0.3604
N -1.0711 1.5198 0.8960
C -1.9884 2.2225 0.9734
N -2.9812 3.0545 1.1060
C -4.2720 2.8162 0.4154
C -5.1670 2.0055 1.3323
O -5.3231 2.6562 2.5892
C -4.0927 2.8342 3.2583
C -3.1517 3.6933 2.4315
H -4.0969 2.2999 -0.5232
H -4.7110 3.7957 0.2293
H -4.7337 1.0064 1.4647
H -6.1633 1.9157 0.9060
H -3.6188 1.8613 3.4520
H -4.3177 3.3201 4.2061
H -2.1803 3.8026 2.9106
H -3.5874 4.6771 2.2655
N -4.0516 -5.5140 -3.7481
C -3.7854 -4.3873 -3.0201
C -2.8138 -4.4081 -2.0061
C -2.5173 -3.2642 -1.3020
C -3.1744 -2.0720 -1.6014
C -4.1425 -2.0380 -2.5980
C -4.4569 -3.1897 -3.2897
S -2.7166 -0.5981 -0.7842
O -3.4640 0.4734 -1.4054
O -2.8267 -0.7606 0.6462
N -1.1392 -0.3988 -1.0701
C -0.6844 -0.0143 -2.2770
S -1.4531 -0.0467 -3.8335
C 0.0180 0.5271 -4.5643
C 0.9618 0.7177 -3.6353
N 0.5498 0.4100 -2.3476
H -3.6371 -6.3909 -3.4958
H -4.8092 -5.5254 -4.4044
H -2.2948 -5.3338 -1.7854
H -1.7820 -3.2805 -0.5119
H -4.6459 -1.1051 -2.8167
H -5.2254 -3.1717 -4.0530
H 0.0933 0.6931 -5.6260
H 1.9648 1.0752 -3.8066
Cl -0.0131 -2.6484 1.0535
C 1.3765 -2.5757 0.0339
C 1.9084 -1.3574 -0.3509
C 3.0471 -1.3262 -1.1337
Cl 3.6860 0.1828 -1.6841
C 3.6761 -2.5058 -1.5252
Cl 5.1081 -2.4534 -2.4646
C 3.1195 -3.7303 -1.1620
Cl 3.8483 -5.1878 -1.6827
C 1.9627 -3.7688 -0.3860
Cl 1.2627 -5.2745 0.0452
```

Results
- Electronic energy: -5821.8579 Ha
- Gap between HOMO and LUMO: 5.98 eV
- LUMO energy: -0.15178 Ha
- Multiplicity: 1
- Energy above the lowest of the compared OMol25 structures with the same formula, charge and spin: 0.4745 eV
- Largest force on an atom: 1.05 eV/A
- Molecular weight: 1104.70 g/mol
- HOMO level: -10.1122 eV
- Net charge: +1

Atom charges from the Mulliken analysis, given in e for atoms 1 to 8: 1.88 -0.21 0.03 -0.72 -0.29 0.67 -0.76 0.02

# 5
Molecular formula: C42H64N12O7PS3Tl
Method: DFT, ωB97M-V with the def2-TZVPD basis set

Geometry as XYZ:
```
130
C42H64N12O7PS3Tl ωB97M-V with the def2-TZVPD basis set
Tl -0.0436 0.0685 0.2146
C 4.3188 -2.5419 3.5682
N 4.6729 -2.0895 2.2409
C 5.8623 -2.7271 1.7102
C 3.8220 -1.3700 1.4205
N 2.5440 -1.2877 1.4885
C 1.7571 -2.1522 2.2517
C 1.8750 -3.5138 2.0837
C 1.0966 -4.4191 2.8272
C 0.1977 -3.9528 3.7373
C 0.0234 -2.5580 3.9350
C -0.9069 -2.1099 4.9002
C -1.1157 -0.7756 5.0852
C -0.4086 0.1626 4.3201
C 0.5445 -0.2170 3.3998
N 1.1794 0.7647 2.6305
C 1.7307 1.8072 3.1588
N 2.2044 1.9162 4.4652
C 1.7141 3.0000 5.2955
C 2.6418 0.7470 5.1891
N 1.9474 2.9182 2.4020
C 1.2573 3.0994 1.1442
C 3.0441 3.8315 2.6436
C 0.7802 -1.6228 3.1721
N 4.4822 -0.6443 0.4298
C 3.6289 -0.0146 -0.5611
C 5.5430 0.2502 0.8773
H 5.1715 -2.3766 4.2331
H 4.0646 -3.6067 3.5859
H 3.4676 -1.9954 3.9552
H 5.7625 -3.8164 1.7758
H 6.7502 -2.4382 2.2811
H 6.0058 -2.4518 0.6700
H 2.6115 -3.8829 1.3781
H 1.2242 -5.4842 2.6759
H -0.4015 -4.6351 4.3276
H -1.4634 -2.8470 5.4658
H -1.8472 -0.4295 5.8054
H -0.6339 1.2153 4.4170
H 1.3284 3.8046 4.6735
H 2.5174 3.3933 5.9243
H 0.9039 2.6513 5.9487
H 3.0352 0.0225 4.4830
H 1.8449 0.2728 5.7727
H 3.4465 1.0384 5.8692
H 0.2501 2.6965 1.2048
H 1.7970 2.6338 0.3078
H 1.1579 4.1629 0.9399
H 3.6722 3.4647 3.4509
H 2.6795 4.8307 2.9002
H 3.6509 3.9198 1.7374
H 2.9158 -0.7231 -0.9719
H 4.2565 0.3612 -1.3699
H 3.0618 0.8230 -0.1337
H 6.1418 -0.2111 1.6566
H 5.1252 1.1865 1.2718
H 6.1928 0.4923 0.0359
C -2.8074 -2.7187 -8.9308
O -2.3403 -2.0246 -7.7866
C -2.7261 -0.7295 -7.6364
C -3.5064 -0.0219 -8.5394
C -3.8566 1.2943 -8.2622
C -3.4483 1.9003 -7.0866
C -2.6734 1.1916 -6.1800
C -2.2902 -0.1088 -6.4600
N -1.5451 -0.8936 -5.5475
C -0.5866 -0.5409 -4.6956
C 0.2074 0.5898 -4.6154
C 0.3709 1.5793 -5.6395
C 1.2100 2.6258 -5.4689
C 1.9270 2.7624 -4.2372
C 1.8287 1.8493 -3.2451
C 0.9762 0.6865 -3.3735
O 0.8662 -0.1559 -2.4562
H -3.8992 -2.7389 -8.9603
H -2.4273 -3.7321 -8.8427
H -2.4243 -2.2664 -9.8483
H -3.8431 -0.4853 -9.4549
H -4.4621 1.8404 -8.9732
H -3.7367 2.9181 -6.8636
H -2.3574 1.6507 -5.2524
H -1.8561 -1.8520 -5.4608
H -0.4203 -1.3002 -3.9418
H -0.1588 1.4652 -6.5754
H 1.3482 3.3569 -6.2535
H 2.5614 3.6303 -4.0988
H 2.3595 1.9714 -2.3098
C -4.0888 -4.1186 1.2413
O -4.5627 -2.8370 1.6145
P -3.4556 -1.6451 1.8784
O -3.0786 -1.2090 0.3500
C -4.0856 -0.7086 -0.5414
O -4.5717 -0.5432 2.2472
C -4.5504 0.0826 3.5331
H -4.8588 -4.8429 1.5011
H -3.1657 -4.3775 1.7714
H -3.9079 -4.1711 0.1643
H -3.7769 -0.9673 -1.5542
H -4.1597 0.3736 -0.4313
H -5.0547 -1.1600 -0.3302
H -3.5554 0.4547 3.7693
H -4.8992 -0.6158 4.2975
H -5.2275 0.9311 3.4760
N -2.3838 5.2416 -1.0311
N -2.0235 3.9641 -1.4126
N -2.8458 3.1318 -2.0019
C -2.0699 2.0605 -2.1180
N -0.8509 2.2536 -1.6071
N -0.8398 3.4983 -1.1716
H -3.3969 5.2544 -1.0740
H -2.0990 5.3207 -0.0391
H -2.3992 1.1347 -2.5584
C -2.1163 3.8923 5.0918
O -2.2675 2.9640 4.0221
C -2.0820 3.3823 2.7460
S -1.5770 4.9645 2.4679
S -2.4156 2.1897 1.5960
H -2.2944 3.3146 5.9975
H -2.8428 4.7004 5.0068
H -1.1183 4.3274 5.1015
C 1.3694 -3.3761 -1.8225
S -0.3248 -2.8170 -1.6574
C -0.8831 -4.0574 -0.4931
O -0.9986 -3.1196 -2.9624
H 1.3883 -4.4383 -2.0659
H 1.8882 -3.1735 -0.8839
H 1.8122 -2.7844 -2.6213
H -0.9495 -5.0136 -1.0130
H -1.8606 -3.7408 -0.1384
H -0.1921 -4.1046 0.3492
```

Results
- Electronic energy: -4530.9219 Ha
- Gap between HOMO and LUMO: 6.43 eV
- LUMO energy: -0.01053 Ha
- Multiplicity: 1
- Energy above the lowest of the compared OMol25 structures with the same formula, charge and spin: 0.0000 eV
- Largest force on an atom: 0.43 eV/A
- Molecular weight: 1180.61 g/mol
- HOMO level: -6.7150 eV

Atom charges from the Mulliken analysis, given in e for atoms 1 to 8: 1.05 -0.93 0.51 -1.34 0.05 0.94 -0.80 -0.09

# 6
Molecular formula: C15H19Cl3GeNO4PtSSi
Method: DFT, ωB97M-V with the def2-TZVPD basis set

Geometry as XYZ:
```
46
C15H19Cl3GeNO4PtSSi ωB97M-V with the def2-TZVPD basis set
Pt -0.0234 -0.4407 -0.1928
C -0.0550 -3.0553 -2.1848
O 0.8736 -2.0892 -2.6290
C 1.0130 -0.9302 -1.8813
C 2.0044 0.0143 -2.4800
H 0.4750 -3.9733 -1.9112
H -0.7517 -3.2750 -2.9988
H -0.6134 -2.7155 -1.3165
H 2.2944 -0.3347 -3.4774
H 2.9138 0.1022 -1.8711
H 1.5904 1.0241 -2.5753
Cl 3.6975 -0.8685 1.4727
Ge 1.9362 0.5133 1.1691
Cl 3.0732 2.2597 0.3378
Cl 1.7520 1.2321 3.2987
C -2.6201 -5.1706 2.2169
Si -2.1645 -3.5720 3.0844
C -1.0199 -4.0128 4.4979
C -3.7365 -2.8738 3.8275
C -1.4058 -2.4314 1.9372
C -0.8865 -1.6473 1.1491
H -3.0924 -5.8783 2.9069
H -1.7266 -5.6411 1.7967
H -3.3119 -4.9765 1.3924
H -1.5002 -4.7219 5.1812
H -0.7395 -3.1203 5.0638
H -0.0996 -4.4648 4.1180
H -4.2008 -3.5953 4.5087
H -4.4561 -2.6259 3.0422
H -3.5252 -1.9578 4.3861
O -3.3978 3.3629 -4.0326
S -2.4946 3.8969 -3.0406
O -1.7965 5.1065 -3.4051
N -1.5105 2.7751 -2.4464
C -1.7459 2.5377 -1.1491
O -1.1522 1.7607 -0.3981
C -2.8978 3.3520 -0.5932
C -3.4239 3.3128 0.6810
C -4.4944 4.1533 0.9736
C -5.0127 5.0108 0.0067
C -4.4769 5.0412 -1.2753
C -3.4182 4.1934 -1.5437
H -2.9998 2.6360 1.4127
H -4.9318 4.1429 1.9652
H -5.8442 5.6603 0.2562
H -4.8692 5.7032 -2.0375
```

Results
- Electronic energy: -5203.2718 Ha
- Gap between HOMO and LUMO (alpha / beta): 4.60 / 7.25 eV
- LUMO energy (alpha / beta): 0.16186 / 0.15402 Ha
- Multiplicity: 4
- Energy above the lowest of the compared OMol25 structures with the same formula, charge and spin: 0.6674 eV
- Largest force on an atom: 0.67 eV/A
- Molecular weight: 711.52 g/mol
- HOMO level (alpha / beta): -0.1929 / -3.0625 eV
- Net charge: -2

Atom charges from the Mulliken analysis, given in e for atoms 1 to 8: 0.87 -0.44 -0.38 0.08 -0.89 0.19 0.22 0.08